Entry from OMol25: a 16-piece molecular cluster, H30O19S overall at a distorted geometry (the ωB97M-V functional and the def2-TZVPD basis).

Values from the calculation:
Frontier orbital gap ... 9.00 eV
Energy relative to the best compared isomer or geometry (same formula, charge and spin) ... 53.2 kcal per mole
E_LUMO ... 4.9 eV
HOMO level ... -4.07 eV

```
! wB97M-V def2-TZVPD RIJCOSX def2/J DEFGRID3
* xyz -2 1
S 12.0440 22.3010 -3.2530
O 12.1780 23.6710 -2.7940
O 13.0810 21.5140 -2.6330
O 10.7360 21.7900 -2.8810
O 12.1870 22.2970 -4.6870
O 14.8100 19.7760 -3.2890
H 15.2460 19.5720 -2.4640
H 14.1760 20.4980 -3.1690
O 10.9590 18.8210 -3.7450
H 11.4870 18.7720 -4.5440
H 10.3620 19.5180 -3.9520
O 10.7370 21.6270 -6.5460
H 11.3260 21.9610 -5.8420
H 9.9140 22.1270 -6.5180
O 9.9110 20.0860 -0.9530
H 10.0960 20.5420 -1.8010
H 9.8510 20.8540 -0.3900
O 12.1160 24.3880 -6.3120
H 11.4110 24.9750 -5.9750
H 12.1830 23.7060 -5.6490
O 8.7060 21.0590 -4.0670
H 9.5250 21.2820 -3.5680
H 8.3810 20.3060 -3.5730
O 13.7940 20.5920 -5.8730
H 13.1840 21.2280 -5.4730
H 14.0980 20.0440 -5.1280
O 8.7460 23.7400 -2.0710
H 7.9580 23.5850 -2.6600
H 9.3930 23.1040 -2.3580
O 13.7610 25.5590 -3.5990
H 13.7020 26.1500 -2.8180
H 13.3140 24.7830 -3.2820
O 14.7090 23.2200 -6.2170
H 15.3490 23.4990 -5.5690
H 14.5810 22.2560 -6.1950
O 12.6410 19.7540 -0.8540
H 12.8180 20.4290 -1.5580
H 11.6610 19.6230 -0.9860
O 10.6080 25.5560 -2.7360
H 11.3150 24.8410 -2.8040
H 9.8040 25.1080 -2.4600
O 12.6490 24.0630 -0.0810
H 13.4780 23.6410 -0.0680
H 12.4830 24.1210 -1.0630
O 15.3450 20.4920 -0.6850
H 15.2680 21.3710 -1.0580
H 16.2360 20.5100 -0.3860
O 15.2780 22.7880 -2.1930
H 15.8540 22.3640 -2.8550
H 14.3930 22.3760 -2.3500
*
```

Charges obtained by Löwdin population analysis, quoted in units of e:
1 S 0.43
2 O -0.34
3 O -0.32
4 O -0.32
5 O -0.32
6 O -0.08
7 H 0.01
8 H -0.03
9 O -0.02
10 H 0.04
11 H -0.02
12 O -0.09
13 H -0.06
14 H 0.02
15 O -0.07
16 H 0.00
17 H 0.05
18 O -0.08
19 H 0.04
20 H -0.05
21 O -0.08
22 H -0.06
23 H 0.03
24 O -0.07
25 H -0.02
26 H 0.02
27 O -0.06
28 H 0.08
29 H -0.01
30 O -0.07
31 H 0.05
32 H -0.05
33 O -0.06
34 H 0.02
35 H 0.00
36 O -0.13
37 H -0.04
38 H 0.00
39 O -0.12
40 H -0.05
41 H -0.04
42 O -0.06
43 H -0.01
44 H 0.02
45 O -0.05
46 H -0.01
47 H 0.02
48 O -0.08
49 H 0.06
50 H -0.01